No. 1
4 unconnected molecules or ions with the total composition C18H36BrN2O6S3 in a non-equilibrium geometry, computed with wB97M-V/def2-TZVPD.

Bonds (Å) are listed after each position.
Cartesian coordinates (Å):
1 C -3.67 3.13 -2.14  C2 1.533, H25 1.089, H26 1.091, H27 1.088
2 C -3.37 2.35 -0.85  C1 1.533, C3 1.546, H28 1.090, H29 1.088
3 C -3.50 0.83 -1.10  C2 1.546, C4 1.523, H30 1.092, H31 1.090
4 C -2.72 -0.01 -0.10  C3 1.523, C5 1.552, H32 1.091, H33 1.091
5 C -1.18 -0.01 -0.25  C4 1.552, C6 1.529, H34 1.097, H35 1.090
6 C -0.65 0.47 -1.60  C5 1.529, C7 1.549, H36 1.089, H37 1.089
7 C 0.80 0.05 -1.95  C6 1.549, C8 1.524, H38 1.089, H39 1.088
8 C 1.68 -0.36 -0.77  C7 1.524, N9 1.479, H40 1.084, H41 1.093
9 N 2.31 0.79 -0.09  C8 1.479, C10 1.293, C20 1.478
10 C 2.04 1.06 1.15  N9 1.293, S11 1.736, H42 1.081
11 S 2.97 2.39 1.77  C10 1.736, C12 1.889
12 C 4.28 1.94 0.50  S11 1.889, C13 1.528, N17 1.432, C20 1.543
13 C 5.02 0.67 0.93  C12 1.528, S14 1.795, H43 1.092, H44 1.089
14 S 5.78 0.73 2.56  C13 1.795, O15 1.431, O16 1.428, H45 1.356
15 O 6.53 -0.48 2.67  S14 1.431
16 O 6.43 1.98 2.74  S14 1.428
17 N 5.10 3.10 0.39  C12 1.432, C18 1.224
18 C 6.16 3.07 -0.24  N17 1.224, S19 1.547
19 S 7.50 2.95 -0.99  C18 1.547
20 C 3.29 1.73 -0.67  N9 1.478, C12 1.543, C21 1.516, H46 1.098
21 C 3.85 1.45 -2.05  C20 1.516, C22 1.522, H47 1.091, H48 1.088
22 C 3.28 2.30 -3.18  C21 1.522, O23 1.182, Br24 1.934
23 O 3.26 1.90 -4.29  C22 1.182
24 Br 2.59 4.06 -2.78  C22 1.934
25 H -4.75 3.17 -2.30  C1 1.089
26 H -3.26 2.61 -3.01  C1 1.091
27 H -3.29 4.15 -2.10  C1 1.088
28 H -2.38 2.58 -0.46  C2 1.090
29 H -4.15 2.60 -0.13  C2 1.088
30 H -4.56 0.59 -0.94  C3 1.092
31 H -3.31 0.57 -2.14  C3 1.090
32 H -2.98 0.36 0.90  C4 1.091
33 H -3.06 -1.05 -0.11  C4 1.091
34 H -0.79 0.68 0.52  C5 1.097
35 H -0.82 -1.01 -0.01  C5 1.090
36 H -1.29 0.04 -2.37  C6 1.089
37 H -0.77 1.54 -1.70  C6 1.089
38 H 1.27 0.89 -2.46  C7 1.089
39 H 0.80 -0.77 -2.67  C7 1.088
40 H 1.19 -0.97 -0.02  C8 1.084
41 H 2.51 -0.97 -1.16  C8 1.093
42 H 1.35 0.46 1.73  C10 1.081
43 H 5.83 0.42 0.24  C13 1.092
44 H 4.36 -0.19 0.95  C13 1.089
45 H 4.71 0.60 3.39  S14 1.356
46 H 2.74 2.68 -0.66  C20 1.098
47 H 4.93 1.62 -2.06  C21 1.091
48 H 3.70 0.42 -2.34  C21 1.088
49 C -3.72 -0.71 3.88  O50 1.430, H51 1.081, H52 1.094, H53 1.092
50 O -3.96 0.64 3.48  C49 1.430, H54 0.961
51 H -3.77 -1.34 3.00  C49 1.081
52 H -2.73 -0.82 4.34  C49 1.094
53 H -4.48 -1.04 4.59  C49 1.092
54 H -3.92 1.20 4.26  O50 0.961
55 C -3.28 -4.58 2.28  O56 1.431, H57 1.082, H58 1.093, H59 1.093
56 O -3.25 -3.55 3.27  C55 1.431, H60 0.962
57 H -3.17 -4.12 1.31  C55 1.082
58 H -2.46 -5.28 2.43  C55 1.093
59 H -4.23 -5.12 2.31  C55 1.093
60 H -3.35 -3.96 4.13  O56 0.962
61 C -1.96 -4.54 -1.82  O62 1.422, H63 1.089, H64 1.093, H65 1.093
62 O -2.88 -4.90 -0.80  C61 1.422, H66 0.962
63 H -1.41 -3.67 -1.47  C61 1.089
64 H -1.26 -5.35 -2.02  C61 1.093
65 H -2.48 -4.28 -2.75  C61 1.093
66 H -3.37 -5.67 -1.10  O62 0.962

## Properties
E: -137053.0022 eV
Lowest unoccupied orbital energy: -4.6 eV
Charge: +1



No. 2
5 unconnected molecules or ions with the total composition C18H36Cl8INOP in a non-equilibrium geometry, computed with wB97M-V/def2-TZVPD.

Bonds (Å) are listed after each position.
Cartesian coordinates (Å):
1 C 3.11 1.64 -3.17  C2 1.346, H15 1.087, H16 1.083
2 C 2.56 0.75 -4.02  C1 1.346, C3 1.510, H17 1.086
3 C 1.48 -0.25 -3.67  C2 1.510, C4 1.521, H18 1.100, H19 1.091
4 C 0.63 0.24 -2.50  C3 1.521, N5 1.520, C12 1.528, H20 1.088
5 N -0.06 -0.84 -1.69  C4 1.520, C6 1.529, H21 1.019, H22 1.032
6 C -1.20 -0.15 -0.93  N5 1.529, C7 1.559, H23 1.088, H24 1.084
7 C -1.05 1.34 -1.35  C6 1.559, C8 1.527, C12 1.554, H25 1.093
8 C -2.26 2.26 -1.14  C7 1.527, C9 1.547, H26 1.087, H27 1.091
9 C -1.95 3.65 -1.74  C8 1.547, C10 1.520, H28 1.093, H29 1.090
10 C -2.34 4.81 -0.83  C9 1.520, I11 2.149, H30 1.085, H31 1.086
11 I -1.31 4.69 1.05  C10 2.149
12 C -0.54 1.18 -2.80  C4 1.528, C7 1.554, P13 1.860, H32 1.084
13 P -1.84 0.28 -3.78  C12 1.860, O14 1.475, H33 1.417, H34 1.406
14 O -1.90 0.73 -5.19  P13 1.475
15 H 3.40 1.37 -2.16  C1 1.087
16 H 3.32 2.64 -3.52  C1 1.083
17 H 2.94 0.70 -5.04  C2 1.086
18 H 1.90 -1.22 -3.40  C3 1.100
19 H 0.83 -0.38 -4.54  C3 1.091
20 H 1.29 0.68 -1.75  C4 1.088
21 H -0.29 -1.68 -2.21  N5 1.019
22 H 0.60 -1.18 -0.97  N5 1.032
23 H -0.85 -0.19 0.10  C6 1.088
24 H -2.17 -0.63 -1.02  C6 1.084
25 H -0.29 1.71 -0.66  C7 1.093
26 H -2.54 2.33 -0.10  C8 1.087
27 H -3.11 1.84 -1.69  C8 1.091
28 H -0.87 3.72 -1.87  C9 1.093
29 H -2.39 3.74 -2.73  C9 1.090
30 H -1.98 5.74 -1.27  C10 1.085
31 H -3.41 4.89 -0.68  C10 1.086
32 H -0.31 2.09 -3.34  C12 1.084
33 H -1.53 -1.11 -3.75  P13 1.417
34 H -3.07 0.40 -3.11  P13 1.406
35 Cl -0.06 -0.25 2.46  C36 1.786
36 C 0.27 -1.95 2.03  Cl35 1.786, C37 1.503, H39 1.087, H40 1.088
37 C 1.73 -2.22 1.85  C36 1.503, Cl38 1.797, H41 1.088, H42 1.085
38 Cl 2.37 -1.39 0.39  C37 1.797
39 H -0.29 -2.18 1.13  C36 1.087
40 H -0.13 -2.57 2.84  C36 1.088
41 H 1.90 -3.29 1.71  C37 1.088
42 H 2.32 -1.89 2.70  C37 1.085
43 Cl -2.55 9.80 1.91  C44 1.782
44 C -2.81 8.63 3.23  Cl43 1.782, C45 1.506, H47 1.087, H48 1.089
45 C -3.72 7.51 2.82  C44 1.506, Cl46 1.782, H49 1.089, H50 1.086
46 Cl -5.40 8.05 2.57  C45 1.782
47 H -3.21 9.18 4.09  C44 1.087
48 H -1.83 8.24 3.50  C44 1.089
49 H -3.74 6.75 3.61  C45 1.089
50 H -3.37 7.04 1.91  C45 1.086
51 Cl -0.79 -4.50 -0.11  C52 1.790
52 C -1.08 -6.16 0.51  Cl51 1.790, C53 1.506, H55 1.086, H56 1.088
53 C -0.77 -6.27 1.98  C52 1.506, Cl54 1.783, H57 1.088, H58 1.087
54 Cl 0.97 -6.10 2.31  C53 1.783
55 H -0.47 -6.84 -0.08  C52 1.086
56 H -2.12 -6.39 0.33  C52 1.088
57 H -1.07 -7.25 2.34  C53 1.088
58 H -1.30 -5.51 2.55  C53 1.087
59 Cl 3.93 -4.10 3.92  C60 1.787
60 C 4.28 -5.80 3.48  Cl59 1.787, C61 1.506, H63 1.086, H64 1.089
61 C 5.75 -6.04 3.29  C60 1.506, Cl62 1.781, H65 1.088, H66 1.087
62 Cl 6.38 -5.21 1.85  C61 1.781
63 H 3.72 -6.04 2.58  C60 1.086
64 H 3.90 -6.42 4.29  C60 1.089
65 H 5.93 -7.11 3.15  C61 1.088
66 H 6.33 -5.71 4.15  C61 1.087

## Properties
E: -140349.6539 eV
Lowest unoccupied orbital energy: -2.6 eV
Charge: +1